(1)
{
  "formula": "C10H15ClN3",
  "method": "ωB97M-V/def2-TZVPD",
  "total_charge": 1,
  "smiles": "CCC[C@@H](CCl)N(N)C1=C=[N+]=CC=C1",
  "de_lowest_ev": 5.6056,
  "homo_lumo_gap_ev": 6.975,
  "symbols": ["C", "C", "C", "C", "C", "Cl", "N", "N", "C", "C", "N", "C", "C", "C", "H", "H", "H", "H", "H", "H", "H", "H", "H", "H", "H", "H", "H", "H", "H"],
  "xyz": [[-0.790, -1.974, -1.368], [0.641, -1.722, -1.765], [0.903, -0.294, -2.081], [0.882, 0.826, -1.105], [-0.395, 1.691, -1.218], [-0.528, 3.075, -0.073], [1.201, 0.447, 0.266], [2.444, 0.794, 0.744], [0.116, 0.185, 1.043], [-0.944, -0.655, 0.817], [-1.946, -0.945, 1.459], [-2.174, -0.510, 2.701], [-1.241, 0.488, 3.123], [-0.136, 0.729, 2.348], [-0.940, -1.422, -0.412], [-1.588, -1.632, -2.018], [-0.871, -2.994, -1.029], [1.013, -2.213, -2.678], [1.324, -2.061, -0.993], [1.894, -0.206, -2.726], [0.038, -0.227, -2.827], [1.714, 1.558, -1.305], [-1.377, 1.076, -1.213], [-0.433, 2.179, -2.102], [2.670, 0.265, 1.584], [2.376, 1.804, 0.861], [-3.183, -0.587, 3.122], [-1.261, 0.725, 4.205], [0.588, 1.601, 2.642]]
}

(2)
{
  "formula": "C10H15CrN3OP",
  "method": "ωB97M-V/def2-TZVPD",
  "total_charge": -1,
  "s_squared": 6.225,
  "homo_lumo_gap_ev": [3.892, 5.998],
  "spin_multiplicity": 5,
  "symbols": ["C", "C", "C", "C", "C", "Cr", "P", "H", "H", "H", "H", "H", "H", "H", "H", "C", "N", "C", "C", "C", "N", "C", "O", "N", "H", "H", "H", "H", "H", "H", "H"],
  "xyz": [[-1.789, -0.955, -2.386], [-3.012, -0.327, -2.465], [-3.714, 0.257, -1.403], [-3.375, 0.379, -0.046], [-2.206, -0.060, 0.517], [-1.129, 0.143, -1.018], [0.851, -0.536, -2.421], [-1.396, -1.497, -3.275], [-3.544, -0.351, -3.427], [-4.718, 0.553, -1.663], [-2.033, -0.025, 1.607], [-4.192, 0.798, 0.565], [1.857, 0.427, -2.720], [0.571, -0.906, -3.757], [1.647, -1.671, -2.098], [1.884, -1.654, 3.151], [1.734, -0.603, 2.158], [2.515, 0.510, 2.216], [2.355, 1.524, 1.311], [1.291, 1.394, 0.397], [0.499, 0.311, 0.359], [0.748, -0.796, 1.170], [0.165, -1.857, 1.058], [1.046, 2.343, -0.524], [2.703, -1.347, 3.807], [2.118, -2.608, 2.660], [0.953, -1.745, 3.729], [3.249, 0.495, 3.014], [2.990, 2.403, 1.293], [1.627, 3.155, -0.575], [0.306, 2.245, -1.234]]
}

(3)
{
  "formula": "C10H15IN2S",
  "method": "ωB97M-V/def2-TZVPD",
  "total_charge": 0,
  "de_lowest_ev": 0.0000,
  "homo_lumo_gap_ev": [8.023, 7.789],
  "symbols": ["C", "C", "C", "C", "C", "C", "C", "C", "C", "C", "N", "N", "S", "I", "H", "H", "H", "H", "H", "H", "H", "H", "H", "H", "H", "H", "H", "H", "H"],
  "xyz": [[2.359, 1.150, -4.003], [1.269, -1.702, 1.842], [1.618, 1.026, -2.920], [0.524, -0.949, 1.047], [-1.574, -0.003, 2.073], [1.076, -1.414, -3.102], [0.594, -0.064, -2.702], [-2.067, -1.414, 2.044], [-1.967, 2.250, 2.701], [-0.214, 0.278, 1.441], [0.118, -0.048, -1.364], [-2.312, 0.864, 2.604], [0.342, -1.482, -0.658], [1.831, 2.392, -1.320], [3.096, 1.925, -4.114], [2.248, 0.466, -4.829], [1.755, -2.593, 1.483], [1.422, -1.447, 2.878], [0.346, -2.189, -3.243], [2.040, -1.542, -3.556], [-0.270, 0.183, -3.350], [-3.043, -1.467, 2.515], [-2.140, -1.767, 1.016], [-1.374, -2.065, 2.574], [-1.447, 2.424, 3.646], [-2.898, 2.818, 2.722], [-1.336, 2.618, 1.885], [0.386, 0.866, 2.140], [-0.384, 0.886, 0.547]]
}

(4)
{
  "formula": "C10H15IrO4P",
  "method": "ωB97M-V/def2-TZVPD",
  "total_charge": 3,
  "de_lowest_ev": 1.9738,
  "s_squared": 6.016,
  "homo_lumo_gap_ev": [6.224, 4.744],
  "spin_multiplicity": 5,
  "symbols": ["Ir", "O", "C", "C", "O", "C", "O", "C", "O", "C", "C", "P", "C", "C", "C", "C", "H", "H", "H", "H", "H", "H", "H", "H", "H", "H", "H", "H", "H", "H", "H"],
  "xyz": [[0.000, 0.000, 0.000], [1.207, -3.381, -2.254], [0.888, -2.463, -1.635], [-1.421, -0.110, 1.113], [-2.325, -0.180, 1.823], [0.920, 1.550, -0.141], [1.506, 2.538, -0.230], [-1.094, 0.527, -1.343], [-1.788, 0.861, -2.195], [0.114, -2.414, 3.935], [1.053, -1.217, 3.814], [1.228, -0.666, 2.063], [2.141, 0.911, 2.421], [3.196, 0.855, 3.527], [2.018, -2.148, 1.322], [3.205, -2.705, 2.108], [-0.881, -2.165, 3.507], [-0.020, -2.669, 5.007], [0.521, -3.303, 3.415], [0.583, -0.384, 4.384], [2.026, -1.453, 4.283], [2.699, 1.200, 1.513], [1.403, 1.699, 2.688], [3.959, 0.084, 3.310], [3.708, 1.840, 3.586], [2.744, 0.677, 4.522], [1.256, -2.942, 1.180], [2.409, -1.835, 0.336], [2.903, -3.102, 3.096], [3.646, -3.551, 1.539], [3.987, -1.932, 2.231]]
}

(5)
{
  "formula": "C10H15LiN4O9",
  "method": "ωB97M-V/def2-TZVPD",
  "total_charge": -2,
  "homo_lumo_gap_ev": 5.282,
  "symbols": ["Li", "C", "C", "C", "O", "C", "C", "C", "O", "O", "O", "H", "H", "C", "C", "O", "O", "H", "H", "H", "C", "O", "N", "N", "H", "H", "H", "H", "C", "O", "N", "N", "H", "H", "H", "H", "O", "H", "H"],
  "xyz": [[-1.222, 0.189, -0.291], [-2.520, -2.735, 2.474], [-1.895, -1.696, 1.700], [-0.292, -1.782, 1.438], [0.198, -1.102, 0.551], [0.496, -2.760, 2.111], [-0.130, -3.682, 2.869], [-1.683, -3.732, 2.939], [-2.382, -4.731, 3.418], [0.666, -4.448, 3.535], [-2.435, -0.712, 1.113], [-3.585, -2.748, 2.298], [1.562, -2.604, 2.031], [-2.374, 2.196, -2.647], [-2.236, 2.836, -1.316], [-1.634, 2.135, -0.497], [-2.745, 3.938, -0.998], [-3.156, 1.444, -2.540], [-1.483, 1.680, -3.003], [-2.707, 2.839, -3.462], [2.011, 1.196, -2.384], [1.030, 0.467, -2.243], [1.994, 2.503, -2.300], [3.154, 0.749, -2.627], [1.200, 3.108, -2.145], [2.863, 2.971, -2.519], [3.991, 1.313, -2.584], [3.286, -0.246, -2.514], [2.129, 1.250, 1.854], [2.833, 2.245, 1.977], [2.588, 0.034, 1.604], [0.823, 1.133, 2.119], [1.823, -0.626, 1.598], [3.498, -0.151, 1.209], [0.162, 1.852, 2.375], [0.374, 0.228, 2.118], [-1.537, -0.738, -2.072], [-1.990, -1.247, -2.744], [-0.673, -0.564, -2.444]]
}

(6)
{
  "formula": "C10H15N2O3",
  "method": "ωB97M-V/def2-TZVPD",
  "total_charge": 1,
  "smiles": "C[NH2+]/C=N/O[C@@H]1C=C(OC)C=C/C1=C\\O",
  "de_lowest_ev": 5.8641,
  "homo_lumo_gap_ev": [8.314, 8.315],
  "symbols": ["C", "N", "C", "N", "O", "C", "C", "C", "O", "C", "C", "C", "C", "C", "O", "H", "H", "H", "H", "H", "H", "H", "H", "H", "H", "H", "H", "H", "H", "H"],
  "xyz": [[2.490, 2.290, -2.258], [2.627, 0.944, -1.552], [1.437, 0.400, -0.891], [0.913, -0.515, -1.594], [-0.058, -1.363, -1.494], [-0.867, -1.600, -0.232], [-1.840, -0.452, -0.042], [-1.566, 0.389, 0.937], [-2.385, 1.475, 1.245], [-3.355, 2.007, 0.365], [-0.423, 0.325, 1.853], [0.291, -0.849, 1.896], [-0.088, -1.890, 0.980], [0.207, -3.229, 1.215], [0.892, -3.734, 2.240], [2.612, 2.999, -1.457], [3.248, 2.518, -3.026], [1.568, 2.367, -2.859], [2.856, 0.057, -2.020], [3.457, 0.935, -0.943], [1.056, 0.746, 0.076], [-1.240, -2.554, -0.646], [-2.714, -0.391, -0.611], [-2.974, 2.168, -0.655], [-3.724, 2.889, 0.891], [-4.204, 1.242, 0.193], [-0.486, 1.178, 2.508], [0.969, -1.215, 2.638], [-0.141, -4.047, 0.607], [1.441, -3.090, 2.636]]
}

(7)
{
  "formula": "C10H15N2O3",
  "method": "ωB97M-V/def2-TZVPD",
  "total_charge": 1,
  "de_lowest_ev": 9.1308,
  "homo_lumo_gap_ev": [5.620, 5.836],
  "symbols": ["C", "C", "C", "C", "C", "C", "C", "C", "C", "C", "N", "N", "O", "O", "O", "H", "H", "H", "H", "H", "H", "H", "H", "H", "H", "H", "H", "H", "H", "H"],
  "xyz": [[-0.775, 1.454, 0.195], [1.496, -2.672, 0.312], [-0.954, 0.123, 0.361], [-0.093, -0.855, -0.148], [2.028, 0.278, 0.133], [0.416, 2.208, -0.430], [1.862, 1.680, 0.074], [3.036, -0.684, 0.408], [-4.100, 0.612, -0.182], [-2.257, -0.494, 0.976], [0.320, -2.055, 0.346], [2.674, -2.080, 0.095], [4.318, -0.446, 0.084], [-2.176, -1.808, 1.531], [-3.315, -0.520, 0.042], [-1.590, 2.059, 0.605], [1.432, -3.730, 0.483], [0.399, 2.064, -1.511], [0.320, 3.206, -0.186], [1.660, 1.916, 1.147], [2.704, 2.297, -0.079], [3.055, -0.739, 1.560], [-4.789, 0.953, 0.719], [-4.804, 0.518, -1.061], [-3.444, 1.448, -0.149], [-2.502, 0.169, 1.797], [-0.458, -2.499, 0.813], [3.513, -2.594, 0.133], [4.609, 0.000, -0.724], [-2.699, -2.436, 1.054]]
}

(8)
{
  "formula": "C10H15N3O4S2",
  "method": "ωB97M-V/def2-TZVPD",
  "total_charge": 0,
  "smiles": "CCSc1nnc(N(CCC(=O)O)CCC(=O)O)s1",
  "de_lowest_ev": 0.0459,
  "homo_lumo_gap_ev": 8.461,
  "symbols": ["C", "C", "S", "C", "N", "N", "C", "N", "C", "C", "C", "O", "O", "C", "C", "C", "O", "O", "S", "H", "H", "H", "H", "H", "H", "H", "H", "H", "H", "H", "H", "H", "H", "H"],
  "xyz": [[-5.488, -1.132, -1.293], [-5.458, -0.969, 0.213], [-4.766, 0.646, 0.717], [-3.093, 0.364, 0.390], [-2.587, -0.728, -0.051], [-1.268, -0.692, -0.213], [-0.725, 0.443, 0.089], [0.582, 0.724, -0.072], [1.142, 1.929, 0.506], [2.331, 2.471, -0.292], [3.595, 1.695, 0.023], [3.908, 1.342, 1.129], [4.316, 1.445, -1.064], [1.450, -0.376, -0.436], [2.042, -1.120, 0.770], [3.352, -1.778, 0.424], [4.164, -1.349, -0.355], [3.540, -2.905, 1.110], [-1.902, 1.643, 0.669], [-6.049, -0.323, -1.756], [-5.962, -2.077, -1.547], [-4.475, -1.134, -1.686], [-4.842, -1.733, 0.684], [-6.460, -0.978, 0.640], [1.474, 1.756, 1.540], [0.350, 2.681, 0.524], [2.499, 3.507, 0.010], [2.139, 2.447, -1.364], [5.039, 0.825, -0.863], [2.265, 0.005, -1.054], [0.853, -1.066, -1.034], [1.351, -1.861, 1.169], [2.279, -0.405, 1.564], [4.404, -3.296, 0.906]]
}